Entry 1:
Entry from OMol25: 4 unconnected molecules or ions with the total composition C21H55BFN4O6 (wB97M-V/def2-TZVPD).

Geometry as XYZ:
```
88
Properties=species:S:1:pos:R:3:lowdin_charge:R:1
N -1.947 -3.652 2.694 -0.06
B -0.599 -3.143 2.111 -0.67
C -0.560 -1.516 1.855 -0.23
C -1.171 -0.648 3.020 -0.20
C -0.088 0.323 3.613 -0.22
F 0.460 1.108 2.577 -0.11
H -1.827 -4.665 2.761 0.00
H -2.068 -3.367 3.666 -0.01
H -0.412 -3.702 1.052 0.03
H 0.299 -3.422 2.883 0.02
H -1.033 -1.276 0.858 0.06
H 0.526 -1.234 1.790 0.07
H -1.965 0.032 2.620 0.10
H -1.581 -1.262 3.849 0.09
H -0.603 1.037 4.298 0.10
H 0.715 -0.232 4.143 0.11
C -2.831 1.568 -5.498 -0.12
O -3.790 1.766 -4.475 -0.19
C -4.929 0.915 -4.575 -0.22
C -4.921 -0.159 -3.495 -0.22
N -3.871 -1.145 -3.730 -0.05
C -3.608 -2.035 -2.593 -0.19
C -3.160 -1.415 -1.265 -0.20
O -1.864 -0.841 -1.291 -0.21
C -1.791 0.456 -1.846 -0.10
H -2.136 2.407 -5.468 0.09
H -2.259 0.651 -5.334 0.07
H -3.301 1.538 -6.485 0.08
H -5.024 0.483 -5.576 0.12
H -5.801 1.556 -4.411 0.12
H -5.891 -0.665 -3.487 0.12
H -4.790 0.348 -2.532 0.10
H -3.012 -0.665 -3.961 0.06
H -2.819 -2.720 -2.916 0.11
H -4.500 -2.645 -2.414 0.12
H -3.106 -2.223 -0.532 0.13
H -3.888 -0.697 -0.867 0.11
H -2.683 1.051 -1.632 0.09
H -1.620 0.400 -2.925 0.07
H -0.926 0.961 -1.411 0.09
C 2.489 3.663 2.868 -0.10
O 3.493 3.918 3.842 -0.19
C 3.931 5.271 3.885 -0.22
C 3.421 5.975 5.136 -0.22
N 1.979 6.194 5.075 -0.05
C 1.375 6.589 6.348 -0.20
C 1.498 5.636 7.542 -0.23
O 0.764 4.429 7.413 -0.18
C 1.385 3.421 6.630 -0.09
H 2.396 2.584 2.758 0.08
H 1.518 4.051 3.191 0.08
H 2.755 4.093 1.899 0.09
H 3.662 5.814 2.975 0.12
H 5.024 5.235 3.936 0.12
H 3.925 6.941 5.234 0.12
H 3.700 5.353 5.995 0.10
H 1.528 5.345 4.761 0.06
H 0.308 6.731 6.151 0.12
H 1.774 7.568 6.634 0.11
H 1.070 6.146 8.408 0.12
H 2.541 5.422 7.803 0.11
H 2.473 3.427 6.733 0.09
H 1.103 3.526 5.580 0.07
H 1.012 2.453 6.966 0.09
C 1.795 -5.220 -6.328 -0.12
O 2.808 -4.967 -5.373 -0.19
C 3.241 -3.607 -5.335 -0.22
C 2.752 -2.899 -4.079 -0.22
N 1.310 -2.681 -4.113 -0.05
C 0.726 -2.275 -2.826 -0.19
C 0.872 -3.220 -1.631 -0.21
O 0.136 -4.430 -1.754 -0.18
C 0.747 -5.428 -2.542 -0.11
H 1.708 -6.301 -6.440 0.09
H 0.827 -4.838 -5.991 0.07
H 2.045 -4.787 -7.301 0.08
H 2.956 -3.067 -6.242 0.12
H 4.335 -3.641 -5.303 0.12
H 3.257 -1.932 -3.995 0.12
H 3.047 -3.515 -3.221 0.10
H 0.854 -3.532 -4.411 0.06
H -0.343 -2.137 -3.003 0.10
H 1.127 -1.293 -2.554 0.12
H 0.458 -2.712 -0.759 0.10
H 1.920 -3.433 -1.384 0.12
H 1.837 -5.421 -2.451 0.09
H 0.453 -5.321 -3.591 0.06
H 0.379 -6.399 -2.203 0.09
```

As for the net charge: -1. Its spin multiplicity is 1. Its HOMO-LUMO gap is 0.21690 Ha.

Entry 2:
Entry from OMol25: 13 unconnected molecules or ions with the total composition C44H80Cl4O33 (wB97M-V/def2-TZVPD).

Geometry as XYZ:
```
161
Properties=species:S:1:pos:R:3:lowdin_charge:R:1
Cl 25.285 -5.558 -21.003 0.55
C 24.317 -4.166 -21.548 -0.70
C 25.058 -3.308 -22.526 -0.61
Cl 25.479 -4.217 -24.038 0.51
H 24.065 -3.597 -20.659 0.04
H 23.395 -4.565 -21.965 0.04
H 26.043 -3.094 -22.105 0.07
H 24.680 -2.340 -22.832 0.06
Cl 20.527 -6.753 -21.263 0.58
C 20.140 -5.143 -20.580 -0.64
C 20.612 -5.047 -19.142 -0.64
Cl 22.364 -5.247 -19.055 0.64
H 19.090 -4.892 -20.704 0.08
H 20.720 -4.460 -21.194 0.03
H 20.101 -5.795 -18.545 0.06
H 20.328 -4.054 -18.789 0.07
C 23.569 1.166 -20.697 -0.10
C 22.826 2.027 -19.654 -0.13
O 23.729 2.117 -18.572 0.07
C 24.751 1.240 -18.748 -0.58
O 25.595 1.034 -17.945 0.16
O 24.699 0.666 -19.969 0.06
H 23.964 1.836 -21.461 0.11
H 22.968 0.407 -21.186 0.11
H 21.857 1.580 -19.414 0.12
H 22.586 2.982 -20.113 0.11
C 18.038 2.284 -22.990 -0.11
C 19.242 1.865 -23.845 -0.11
O 20.329 2.222 -22.982 0.04
C 19.895 3.196 -22.127 -0.56
O 20.599 3.737 -21.348 0.17
O 18.588 3.452 -22.371 0.07
H 17.649 1.569 -22.270 0.11
H 17.253 2.569 -23.687 0.13
H 19.311 2.443 -24.765 0.14
H 19.177 0.799 -24.037 0.09
C 15.636 3.660 -15.933 -0.13
C 14.518 2.898 -16.667 -0.09
O 15.236 2.183 -17.700 0.04
C 16.542 2.547 -17.672 -0.56
O 17.350 2.157 -18.436 0.18
O 16.759 3.545 -16.780 0.08
H 15.800 3.434 -14.879 0.13
H 15.292 4.700 -15.879 0.13
H 13.940 3.620 -17.243 0.13
H 13.873 2.320 -16.013 0.12
C 17.378 -2.338 -24.562 -0.11
C 16.876 -2.504 -25.963 -0.11
O 16.243 -1.247 -26.231 0.06
C 16.932 -0.310 -25.524 -0.56
O 16.911 0.845 -25.771 0.18
O 17.762 -0.952 -24.646 0.01
H 18.253 -2.919 -24.287 0.11
H 16.556 -2.573 -23.878 0.12
H 16.240 -3.365 -26.134 0.14
H 17.746 -2.517 -26.630 0.13
C 19.712 -5.113 -15.633 -0.06
C 19.853 -3.805 -14.888 -0.23
O 20.101 -2.665 -15.708 0.02
C 21.257 -2.710 -16.416 -0.62
O 22.283 -3.175 -16.009 0.14
O 21.118 -1.939 -17.489 -0.01
C 22.343 -1.672 -18.202 -0.01
H 19.321 -5.851 -14.935 0.08
H 20.686 -5.392 -16.027 0.07
H 19.007 -4.989 -16.458 0.08
H 20.678 -3.907 -14.171 0.12
H 19.027 -3.592 -14.215 0.12
H 22.073 -0.967 -18.983 0.08
H 22.861 -2.476 -18.721 0.07
H 22.968 -1.203 -17.441 0.11
C 18.430 -0.282 -20.310 -0.04
C 18.772 -1.308 -21.369 -0.17
O 20.161 -1.654 -21.158 0.04
C 21.063 -1.654 -22.125 -0.60
O 22.236 -1.826 -21.948 0.12
O 20.553 -1.308 -23.309 -0.03
C 21.462 -1.274 -24.387 -0.03
H 19.061 -0.363 -19.426 0.09
H 17.372 -0.238 -20.059 0.07
H 18.705 0.688 -20.733 0.06
H 18.582 -0.882 -22.349 0.09
H 18.167 -2.213 -21.289 0.12
H 21.762 -2.267 -24.731 0.09
H 22.352 -0.726 -24.074 0.08
H 21.014 -0.771 -25.241 0.10
C 15.473 -1.864 -16.135 -0.05
C 14.714 -1.107 -17.209 -0.23
O 13.793 -1.945 -17.903 0.05
C 13.953 -2.079 -19.221 -0.59
O 14.930 -1.819 -19.878 0.10
O 12.797 -2.524 -19.703 0.00
C 12.820 -3.151 -21.024 0.01
H 16.192 -1.160 -15.718 0.08
H 16.020 -2.712 -16.547 0.08
H 14.780 -2.279 -15.402 0.08
H 15.471 -0.599 -17.812 0.11
H 14.155 -0.260 -16.804 0.11
H 12.760 -4.219 -20.845 0.10
H 13.689 -2.763 -21.539 0.06
H 11.905 -2.765 -21.463 0.09
C 8.927 -0.184 -24.111 -0.07
C 10.074 0.740 -23.735 -0.23
O 11.096 -0.037 -23.132 0.04
C 12.347 0.429 -23.238 -0.59
O 12.672 1.462 -23.752 0.15
O 13.142 -0.455 -22.654 0.00
C 14.533 -0.457 -22.836 -0.04
H 8.519 -0.675 -23.224 0.08
H 9.296 -0.985 -24.751 0.08
H 8.151 0.380 -24.623 0.08
H 9.755 1.643 -23.213 0.13
H 10.450 1.131 -24.688 0.12
H 15.011 -0.210 -21.887 0.09
H 14.827 0.306 -23.561 0.10
H 14.937 -1.424 -23.123 0.08
C 23.364 -3.552 -27.479 -0.06
C 23.759 -3.709 -28.943 -0.19
O 22.756 -3.215 -29.826 0.05
C 21.717 -4.002 -30.090 -0.62
O 21.685 -5.193 -29.929 0.13
O 20.731 -3.253 -30.575 0.01
C 19.641 -3.976 -31.156 -0.02
H 22.776 -2.657 -27.272 0.08
H 24.265 -3.476 -26.855 0.06
H 22.896 -4.436 -27.041 0.06
H 24.061 -4.748 -29.074 0.13
H 24.633 -3.094 -29.145 0.12
H 18.983 -4.420 -30.413 0.08
H 20.023 -4.737 -31.834 0.10
H 19.103 -3.226 -31.730 0.10
C 25.269 5.377 -25.326 -0.06
C 25.462 4.220 -24.365 -0.22
O 25.943 3.083 -25.081 0.05
C 25.463 1.894 -24.744 -0.60
O 24.894 1.629 -23.717 0.12
O 25.680 1.051 -25.748 0.02
C 25.218 -0.281 -25.574 -0.03
H 26.180 5.442 -25.931 0.08
H 25.189 6.312 -24.783 0.08
H 24.489 5.124 -26.043 0.08
H 24.571 3.952 -23.797 0.12
H 26.204 4.505 -23.613 0.13
H 25.958 -0.840 -24.999 0.10
H 25.018 -0.736 -26.537 0.09
H 24.299 -0.288 -24.983 0.07
C 18.887 -5.907 -27.715 -0.04
C 19.872 -4.827 -27.327 -0.22
O 19.763 -4.286 -26.013 0.03
C 20.376 -4.833 -24.962 -0.59
O 20.198 -4.434 -23.844 0.13
O 21.223 -5.777 -25.356 -0.01
C 21.994 -6.508 -24.429 -0.05
H 19.435 -6.650 -28.301 0.09
H 18.099 -5.592 -28.400 0.07
H 18.443 -6.419 -26.862 0.08
H 19.755 -3.987 -28.020 0.12
H 20.901 -5.113 -27.521 0.09
H 22.732 -7.074 -25.007 0.10
H 21.430 -7.379 -24.073 0.08
H 22.500 -6.044 -23.590 0.07
```

As for the net charge: 0. Its spin multiplicity is 1. Its HOMO-LUMO gap is 0.38197 Ha.

Result set for max |F|: 0.032 0.053 hartree/bohr, one per record in the order listed.
Result set for LUMO level: 2.5 0.1 eV, one per record in the order listed.